Molecular formula: C7H26N5O8P2S2
Method: DFT, ωB97M-V with the def2-TZVPD basis set

```
50
Properties=species:S:1:pos:R:3:forces:R:3
N -5.230 0.969 -3.582 -0.1 0.3 -0.3
H -2.365 -0.518 1.014 0.0 0.0 0.0
H -0.082 2.849 -3.412 0.5 -0.3 0.4
H -2.529 -0.456 2.797 0.0 0.0 0.0
O -5.332 2.855 -1.837 1.0 1.0 0.4
O -0.008 -1.949 0.881 0.3 -0.1 0.0
C -1.920 2.869 -2.915 -0.1 0.1 -0.1
O -1.835 -2.953 2.179 0.0 0.0 -0.1
H 6.261 0.635 0.330 -0.1 -0.1 -0.1
C -1.394 -4.329 2.071 0.2 -0.6 0.1
H 0.227 -4.304 3.507 0.0 0.0 0.0
O 4.697 -0.426 1.210 -0.1 0.0 0.0
C 2.906 -1.899 0.235 0.1 -0.1 0.0
H -5.035 3.774 -1.908 -0.3 -0.1 0.3
H 2.094 -1.942 -0.483 -0.1 0.0 0.0
N -0.848 2.176 -3.348 0.6 0.4 -1.0
C 5.243 1.921 1.745 -0.3 0.0 -0.1
O 2.710 0.688 0.271 -0.2 0.3 -0.3
O -3.787 0.934 -1.471 1.6 0.7 0.5
S 3.678 -0.342 0.006 0.2 -0.6 0.6
C -0.711 -4.827 3.329 0.1 0.3 0.1
H 0.118 0.981 -0.270 -0.1 0.1 0.4
P -0.297 0.835 -2.339 1.1 -0.8 1.0
H -0.750 -4.440 1.197 0.0 0.2 0.0
H 4.572 2.363 1.010 0.0 0.0 0.0
H 6.459 0.175 2.011 -0.1 -0.2 0.0
H -2.246 3.824 -1.102 -0.8 0.2 -0.4
S -0.742 -1.812 2.106 -0.9 0.3 0.0
H 3.622 -2.694 0.048 0.1 0.1 0.0
P -4.428 1.802 -2.596 -2.5 -1.7 -1.9
H 1.094 0.843 -2.501 0.0 0.1 -0.7
N -1.767 3.830 -1.993 0.1 1.0 -0.5
H -1.230 0.454 1.985 0.1 0.0 0.0
O 4.408 -0.329 -1.223 -0.1 0.3 -0.3
C 5.748 0.567 1.289 0.4 0.5 0.0
H -0.494 -5.891 3.240 -0.1 0.0 -0.1
H 4.689 1.829 2.679 0.1 0.0 0.1
N -3.136 2.608 -3.493 -0.1 -0.5 1.9
H -3.074 0.364 -1.794 -0.2 -0.3 0.4
H -1.162 4.615 -2.178 0.8 -0.4 0.5
H 2.510 -1.953 1.243 -0.1 0.0 0.0
H -3.495 3.510 -3.800 -0.3 0.0 0.0
H 6.080 2.602 1.892 0.1 -0.1 0.0
C -1.837 -0.446 1.959 -0.2 0.0 0.0
H -1.345 -4.663 4.199 0.0 -0.1 0.0
H -6.194 1.277 -3.567 -0.2 -0.4 -0.4
N -0.709 0.942 -0.858 -0.4 0.0 -0.3
O -0.074 -1.714 3.361 0.5 -0.1 0.0
H -2.296 -4.907 1.885 -0.2 0.2 0.0
H -0.766 -0.296 -3.006 -0.3 0.3 -0.4
```
Positions in Å, forces in eV/Å.

Properties
charge = +1
spin multiplicity = 1
DFT total energy = -71750.830 eV
frontier orbital gap = 0.2385 Eh
LUMO level = -5.9798 eV


Molecular formula: C7H26O7
Method: DFT, ωB97M-V with the def2-TZVPD basis set

```
40
Properties=species:S:1:pos:R:3:forces:R:3
H -1.926 2.408 -0.626 0.0 -0.7 0.1
H 1.895 0.692 3.893 0.2 -0.2 -0.5
O -1.626 -1.259 -1.920 -0.4 0.5 -0.5
H -1.065 -1.787 1.329 -0.1 0.5 0.4
C -1.690 -1.374 0.540 -0.5 0.3 -0.8
H 0.703 0.091 -3.770 -0.5 0.2 -0.1
C 1.067 1.075 3.307 0.0 -0.3 1.1
H -0.146 -2.123 -0.759 0.0 0.1 0.0
C -2.450 -0.056 0.751 0.7 0.0 0.0
H -1.763 0.661 2.716 0.1 -0.6 -0.1
H 0.402 1.648 3.948 -0.2 0.3 -0.5
H -2.363 -1.871 -1.987 0.2 -0.3 0.5
O 2.699 -0.660 -1.938 -0.6 -0.1 -0.2
H 2.606 -1.021 0.095 0.4 -0.3 -0.9
C -0.841 -1.277 -0.722 -0.1 -1.2 -0.5
H -3.492 -0.187 1.037 0.1 -0.2 0.4
H 3.934 -1.856 0.325 -0.1 -0.2 -0.8
H -0.071 3.231 -2.168 -0.1 0.1 0.6
H -0.268 -0.366 -0.873 0.1 0.0 0.6
H 1.458 0.124 1.479 0.4 0.0 0.2
H 1.618 -2.951 2.915 0.7 -0.8 -0.2
O -1.569 3.291 -0.627 -0.4 0.9 -0.2
O 3.302 -1.257 0.704 -0.2 0.5 1.8
C -1.756 0.954 1.660 -0.9 0.5 0.9
H -2.469 -2.122 0.364 0.3 -0.4 -0.1
H -0.256 1.205 0.198 0.4 -0.3 0.1
O 0.232 2.403 -2.532 0.3 -0.6 -1.1
C -0.336 1.372 1.273 -0.2 0.6 -0.5
H 1.937 -0.833 -2.532 0.1 -0.1 0.3
O 0.429 -0.801 -3.532 0.4 0.0 -0.2
H 3.375 -0.312 -2.515 0.4 0.2 -0.1
H 0.587 1.877 -1.815 0.1 0.2 0.3
H -2.441 1.808 1.719 0.3 0.3 -0.3
H -0.483 -0.771 -3.187 0.2 0.0 0.0
H -0.239 2.456 1.300 -0.2 0.2 0.4
C 0.820 0.787 2.043 -0.5 -0.1 -0.5
H -2.184 3.741 -1.222 0.1 0.2 0.1
O 0.688 -3.123 2.758 0.1 1.2 0.3
H 0.437 -2.198 2.926 -0.8 -0.3 -0.1
H -2.543 0.351 -0.266 0.1 0.2 0.1
```
Positions in Å, forces in eV/Å.

Properties
spin multiplicity = 1
energy above the lowest of the compared OMol25 structures with the same formula, charge and spin = 1.5571 eV
structure (SMILES) = C=CCCCCCO.O.O.O.O.O.O
DFT total energy = -22012.128 eV
frontier orbital gap = 0.3744 Eh
LUMO level = 0.3980 eV